# 1
ORCA calculation (ωB97M-V/def2-TZVPD) on a molecular structure, C33H35N10SSe2Ti.

Geometry as XYZ:
```
82
C33H35N10SSe2Ti ωB97M-V/def2-TZVPD
Ti -0.5089 0.4814 -0.2203
C -0.3051 -2.6203 -0.3749
N 0.4088 -1.4699 -0.9839
C 1.8417 -1.6370 -0.5980
C 2.5426 -0.2557 -0.6388
C 3.9309 -0.1294 -0.6402
C 4.4492 1.1650 -0.7119
C 3.5832 2.2604 -0.7169
C 2.2371 2.0064 -0.5272
N 1.6716 0.8049 -0.5433
C 0.1526 -1.4048 -2.4448
C -1.3076 -1.3209 -2.5707
C -1.9681 -2.0148 -3.5787
C -3.3417 -2.1618 -3.5178
C -3.9716 -1.6078 -2.4482
C -3.3087 -0.8290 -1.5194
N -1.9892 -0.6885 -1.5746
C -0.8295 -2.3511 0.9410
C -1.1728 -3.4108 1.7347
C -1.6842 -3.2249 2.9981
C -1.7945 -1.8774 3.4328
C -1.4157 -0.8970 2.5826
N -0.9565 -1.0738 1.3125
H 0.3443 -3.4845 -0.3278
H -1.0438 -2.9500 -1.1048
H 2.2531 -2.4408 -1.2563
H 1.7825 -1.9173 0.4827
H 4.5604 -0.9978 -0.6591
H 5.5370 1.3957 -0.7545
H 3.9618 3.2340 -0.9272
H 1.5135 2.7951 -0.4749
H 0.5416 -2.3365 -2.8691
H 0.6832 -0.4826 -2.8334
H -1.5074 -2.5181 -4.4674
H -3.9736 -2.6274 -4.2644
H -5.0433 -1.7193 -2.3653
H -3.8611 -0.2861 -0.7241
H -1.1349 -4.4212 1.3473
H -1.7932 -4.1176 3.5814
H -2.0444 -1.7048 4.4619
H -1.3269 0.0784 2.8943
C -1.0696 1.6530 -5.2994
N -2.0735 1.8341 -4.2066
C -3.4692 1.9213 -4.4075
C -4.0670 2.0713 -3.2264
N -3.0259 2.1548 -2.3318
C -1.8236 2.0024 -2.8867
S -0.3303 1.9459 -2.0942
C -3.2897 2.4743 -0.8934
C -4.1463 3.4731 -0.5924
C -4.4887 3.6838 0.7552
C -4.0422 2.7500 1.6949
C -3.1998 1.6857 1.2867
N -2.7859 1.6049 -0.0150
H -0.5429 2.5842 -5.5666
H -1.5602 1.1930 -6.1514
H -0.3520 0.8776 -5.0632
H -3.9523 1.8636 -5.4472
H -5.0605 2.3510 -2.9739
H -4.4966 4.2134 -1.2786
H -5.2592 4.4302 1.0130
H -4.4508 2.7252 2.7023
H -2.7137 1.0594 2.0264
Se -0.1324 2.1348 1.7748
C -0.6699 3.6749 0.8682
N -1.0724 4.5255 0.1782
C 4.7234 -2.8433 2.3034
N 4.8430 -1.7483 3.3159
C 5.9584 -1.4817 4.0750
C 5.5465 -0.4995 4.8977
N 4.2486 -0.2295 4.6524
C 3.6979 1.1123 4.9229
C 3.7999 -0.9330 3.6015
Se 2.1330 -0.7599 2.6669
H 5.6489 -3.3644 2.1230
H 4.2932 -2.4086 1.3753
H 3.9087 -3.5029 2.6005
H 6.9006 -1.9636 3.9791
H 6.0896 0.0505 5.5909
H 4.0739 1.8832 4.2671
H 3.8699 1.5087 5.9297
H 2.6259 1.0499 4.7019
```

Calculated values
* E_LUMO: -9.73 eV
* relative energy (zero: lowest compared OMol25 entry of this formula, charge and spin): 211.2 kJ/mol
* total charge: +3
* gap between HOMO and LUMO: 4.456 eV
* molar mass: 809.6 g/mol
* 2S+1: 1

# 2
ORCA calculation (ωB97M-V/def2-TZVPD) on C33H35N3O2 in the gas phase.

Geometry as XYZ:
```
73
C33H35N3O2 ωB97M-V/def2-TZVPD
C 2.4014 -4.1161 2.1754
C 2.9438 -2.7183 2.3389
O 1.9367 -1.8070 1.8173
C 2.3933 -0.6004 1.5099
O 3.5745 -0.3048 1.3615
C 1.3382 0.5030 1.3834
C 1.7762 1.6230 2.3314
N 0.0724 -0.0673 1.7940
C -1.0369 0.4058 2.2036
C -2.2030 -0.4876 2.2449
C -3.5119 0.0159 2.3080
C -4.5954 -0.8377 2.1611
C -4.3858 -2.2101 1.9756
C -3.0843 -2.7357 1.9601
C -1.9945 -1.8759 2.1258
C 1.4289 0.9959 -0.0764
C 0.2471 1.8879 -0.3405
C 0.1464 3.2407 0.0589
C 1.2056 4.2407 0.3255
N -1.1735 3.5959 0.1415
C -1.6731 4.8157 0.7654
C -1.9571 2.5576 -0.3361
C -3.3458 2.5000 -0.3774
C -3.9112 1.3310 -0.8906
C -3.1037 0.3168 -1.4136
C -1.7105 0.4090 -1.3784
C -1.1042 1.4888 -0.7401
C 1.6552 0.0438 -1.2695
C 2.2412 0.2388 -2.5601
C 2.8683 1.4118 -3.2248
N 2.1487 -0.9205 -3.2967
C 2.6133 -1.1356 -4.6634
C 1.4587 -1.8636 -2.5587
C 0.9172 -3.0692 -2.9780
C -0.0022 -3.7066 -2.1181
C -0.3713 -3.1189 -0.8952
C 0.1454 -1.8840 -0.5203
C 1.1122 -1.2731 -1.3125
H 3.0384 -4.8354 2.7029
H 1.3886 -4.2237 2.5824
H 2.4012 -4.4105 1.1213
H 3.0780 -2.4413 3.3966
H 3.8863 -2.5619 1.7918
H 2.8465 1.8108 2.1551
H 1.2231 2.5592 2.1848
H 1.6448 1.3378 3.3822
H -1.2465 1.4406 2.5248
H -3.6239 1.0946 2.4348
H -5.5965 -0.4150 2.1908
H -5.2425 -2.8703 1.8547
H -2.9220 -3.8097 1.8319
H -0.9670 -2.2628 2.1518
H 2.3423 1.6064 -0.1187
H 2.1590 3.8269 0.0008
H 1.0287 5.1580 -0.2505
H 1.2663 4.5135 1.3857
H -2.7676 4.7952 0.7904
H -1.2897 4.8885 1.7948
H -1.3177 5.6757 0.1886
H -3.9188 3.3248 0.0346
H -4.9961 1.2239 -0.8625
H -3.5628 -0.5494 -1.8852
H -1.0775 -0.3049 -1.8974
H 2.8180 2.2720 -2.5576
H 3.9286 1.2374 -3.4830
H 2.3514 1.6859 -4.1650
H 2.4134 -2.1672 -4.9759
H 2.1043 -0.4614 -5.3623
H 3.6920 -0.9605 -4.7279
H 1.1945 -3.4984 -3.9397
H -0.4395 -4.6718 -2.3999
H -1.0777 -3.5992 -0.2156
H -0.2201 -1.2974 0.3082
```

Calculated values
* E_LUMO: 0.64 eV
* relative energy (zero: lowest compared OMol25 entry of this formula, charge and spin): 0.0 kJ/mol
* SMILES: CCOC(=O)[C@](C)(/N=C/c1ccccc1)C(c1c(C)n(C)c2ccccc12)c1c(C)n(C)c2ccccc12
* gap between HOMO and LUMO: 7.660 eV
* molar mass: 505.7 g/mol
* 2S+1: 1

# 3
ORCA calculation (ωB97M-V/def2-TZVPD) on 2 unconnected molecules or ions with the total composition C33H35N3O2.

Geometry as XYZ:
```
73
C33H35N3O2 ωB97M-V/def2-TZVPD
C 2.9538 -4.4680 2.7094
C 2.9730 -3.0732 3.2662
O 1.9920 -2.2475 2.5690
C 2.2833 -0.9382 2.6481
C 1.1307 0.0002 2.3830
C 1.3895 1.4259 2.6452
N -0.0592 -0.5443 2.3386
C -1.2405 0.0137 2.3664
C -2.4411 -0.7899 2.3755
C -3.7163 -0.2241 2.6018
C -4.8359 -1.0419 2.6998
C -4.7025 -2.4286 2.5333
C -3.4472 -3.0018 2.2777
C -2.3228 -2.1834 2.2141
O 3.3840 -0.5063 2.9614
H 3.4978 -5.1142 3.4013
H 1.9432 -4.8637 2.5784
H 3.4916 -4.4948 1.7573
H 2.7167 -3.0717 4.3365
H 3.9629 -2.6244 3.1364
H 2.4613 1.5948 2.5023
H 0.8050 2.0514 1.9592
H 1.1120 1.7062 3.6790
H -1.3460 1.1091 2.4451
H -3.7853 0.8569 2.7142
H -5.8133 -0.6020 2.9107
H -5.5817 -3.0655 2.6078
H -3.3365 -4.0787 2.1401
H -1.3261 -2.5944 2.0690
C 1.2802 4.2531 0.3890
C 0.2015 3.3528 -0.0513
N -1.0989 3.5856 0.2580
C -1.5584 4.7259 1.0335
C -1.9171 2.6157 -0.3320
C -1.0880 1.7688 -1.1073
C -1.7001 0.8622 -1.9637
C -3.0950 0.7365 -1.9459
C -3.8925 1.5525 -1.1250
C -3.3021 2.5245 -0.3052
C 0.2940 2.2121 -0.8953
C 1.4805 1.7522 -1.4727
C 1.6291 0.5825 -2.2501
C 2.3046 0.4240 -3.4922
C 3.0802 1.4095 -4.2595
N 2.1100 -0.8422 -3.9458
C 2.6264 -1.3511 -5.2067
C 1.3580 -1.5784 -3.0249
C 1.0674 -0.7140 -1.9423
C 0.3314 -1.1858 -0.8682
C -0.1428 -2.4986 -0.8972
C 0.1145 -3.3336 -2.0032
C 0.8802 -2.8799 -3.0905
H 2.2362 3.7897 0.1323
H 1.2529 5.2312 -0.1176
H 1.2699 4.4292 1.4752
H -2.6428 4.6565 1.1237
H -1.1175 4.7291 2.0406
H -1.2954 5.6741 0.5412
H -1.0858 0.2687 -2.6340
H -3.5667 -0.0082 -2.5912
H -4.9768 1.4372 -1.1404
H -3.8740 3.1934 0.3348
H 2.3153 2.4593 -1.4944
H 3.0941 2.3372 -3.6828
H 4.1235 1.0988 -4.4215
H 2.6394 1.6340 -5.2425
H 2.2996 -2.3870 -5.3026
H 2.2426 -0.7733 -6.0597
H 3.7251 -1.3204 -5.2362
H 0.1646 -0.5116 -0.0329
H -0.7304 -2.8726 -0.0557
H -0.2857 -4.3484 -2.0027
H 1.1060 -3.4927 -3.9622
```

Calculated values
* E_LUMO: -1.63 eV
* relative energy (zero: lowest compared OMol25 entry of this formula, charge and spin): 161.2 kJ/mol
* gap between HOMO and LUMO: 3.279 eV
* molar mass: 505.7 g/mol
* 2S+1: 1